Record 1
Entry from the Open Molecules 2025 dataset: a structure of composition C38H96BIN12O4P3 at a distorted geometry (ωB97M-V/def2-TZVPD).

```
155
Properties=species:S:1:pos:R:3:forces:R:3
I -0.158 0.363 3.725 0.02 -0.05 -0.12
P 1.246 4.137 -4.976 2.11 2.03 2.14
P 7.502 -3.578 2.723 -2.85 -1.17 1.93
P -6.257 2.581 1.481 -2.95 -1.85 -1.54
O 7.139 -3.583 1.292 1.65 0.92 -0.62
O -0.149 4.232 -4.496 -0.78 -1.02 -1.52
O 0.250 -1.314 -1.434 0.05 -0.20 0.37
O -5.038 2.263 0.680 1.34 1.23 0.97
N 1.987 3.600 -6.341 -1.52 -1.15 -0.70
N 6.137 -2.757 3.454 0.06 -0.40 -0.01
N -7.407 3.066 0.297 0.29 -0.40 -0.06
N 2.132 3.216 -3.843 0.50 0.36 -0.28
N 7.668 -5.178 3.268 -0.20 0.30 0.43
N -6.630 3.659 2.655 1.97 0.60 0.55
N -2.270 1.255 0.934 -0.36 -0.19 0.21
N 1.758 5.796 -5.052 -0.04 -0.28 0.38
N 8.690 -2.891 3.624 1.29 0.35 -1.48
N -6.684 1.154 2.305 -0.55 0.42 0.02
N -0.395 0.023 1.687 0.89 0.11 -0.02
N -2.371 -1.039 1.505 -0.07 0.43 -1.24
C -2.991 -4.904 -2.284 0.55 0.59 0.00
C -1.398 -2.008 0.893 -0.39 0.57 0.42
C 9.141 -1.556 3.254 -0.11 0.13 -0.02
C -5.583 0.798 3.186 0.35 0.04 0.14
C 1.622 1.851 -3.771 -0.10 -0.14 -0.18
C 8.779 -5.841 2.584 0.24 0.10 -0.08
C -0.831 -6.299 -1.912 0.17 0.35 -0.03
C -5.259 -1.739 -2.624 -0.10 0.02 -0.19
C 2.374 3.758 -2.518 -0.15 0.03 0.26
C -0.327 2.444 -0.090 -0.27 0.06 0.47
C 0.670 6.744 -5.260 -0.16 -0.01 0.09
C 0.827 -2.218 2.077 0.19 -0.14 -0.40
C 0.337 5.205 2.080 0.04 -0.21 -0.14
C 9.282 -3.444 4.829 0.01 -0.04 0.11
C 0.013 -1.345 1.127 -1.38 0.03 0.57
C 5.452 -1.851 2.551 -0.10 -0.04 -0.29
C -6.820 3.635 -0.916 0.13 -0.07 -0.06
C 2.144 -0.156 -0.157 0.21 -0.48 0.00
C -1.615 2.560 0.729 0.41 0.43 -0.15
C -8.587 2.276 -0.015 -0.23 0.14 0.14
C 5.198 -3.414 4.339 0.06 0.14 0.24
C -3.428 -3.437 -2.079 -0.68 -0.27 0.24
C 0.409 -4.698 1.451 -0.36 0.08 -0.96
C -1.742 0.152 1.370 0.06 0.14 0.48
C 6.504 -6.050 3.344 -0.12 -0.08 -0.16
C -6.117 5.019 2.519 -0.06 0.08 -0.15
C 0.169 -5.942 -0.807 -0.20 -0.06 0.20
C 1.371 -3.499 1.408 0.10 -0.41 0.66
C -1.102 4.833 1.680 0.73 -0.14 0.42
C -7.510 3.427 3.790 -0.08 -0.05 0.08
C 2.766 6.353 -4.171 0.25 0.02 -0.21
C -1.485 -5.073 -2.585 -0.32 -0.54 -0.52
C 1.339 3.874 -7.618 -0.03 0.17 -0.05
C -7.191 0.002 1.574 0.12 -0.17 -0.10
C -0.374 -4.859 0.126 0.17 -0.07 0.00
C 3.286 2.956 -6.420 0.11 -0.01 0.01
C -1.443 3.366 2.017 -0.60 0.23 -0.40
C -4.365 -2.874 -3.153 0.05 0.59 0.21
B 0.798 -0.938 -0.216 0.16 -0.22 -0.12
H 1.660 -1.668 2.515 0.01 0.17 -0.16
H 0.612 -2.148 -1.761 -0.08 0.18 -0.34
H -1.772 5.489 2.232 -0.19 0.08 -0.27
H 0.592 1.809 -3.395 0.03 0.00 0.04
H 4.563 -4.151 3.825 -0.10 0.12 0.05
H 1.691 -3.357 0.371 0.04 0.24 0.00
H 3.718 3.202 -7.391 0.01 0.00 0.00
H 8.936 -6.828 3.019 -0.04 0.01 0.05
H 1.127 -5.632 -1.234 0.03 0.07 -0.01
H -0.339 -3.911 -0.414 -0.17 0.07 0.04
H -1.635 -2.028 -0.167 0.14 -0.48 -0.06
H -7.397 -0.798 2.287 0.11 0.00 0.03
H 2.005 0.901 -0.385 0.02 0.02 0.03
H -8.131 0.226 1.085 0.08 -0.03 0.03
H 0.770 5.939 1.403 -0.04 0.17 0.09
H -0.677 2.925 2.649 -0.06 0.05 0.11
H 9.599 -2.609 5.456 0.00 0.00 0.00
H 0.174 -2.524 2.897 0.08 0.05 0.14
H 2.960 3.044 -1.934 -0.12 -0.15 -0.06
H 4.895 -1.102 3.122 0.00 -0.10 0.14
H -5.262 5.046 1.839 -0.04 -0.05 -0.01
H 6.822 -7.019 3.733 0.07 -0.01 -0.09
H -6.237 -1.753 -3.103 -0.02 0.00 -0.04
H 6.019 -6.209 2.372 0.04 -0.01 0.00
H -6.983 3.050 4.671 0.04 0.03 -0.02
H -6.884 5.690 2.120 -0.01 0.01 0.04
H -2.329 3.130 0.143 -0.31 -0.23 -0.18
H 1.084 7.664 -5.680 0.05 0.00 0.04
H -4.679 0.597 2.596 0.14 -0.18 0.15
H -8.350 1.336 -0.530 -0.06 0.10 -0.11
H 3.688 5.768 -4.199 -0.06 -0.06 0.03
H 0.132 6.988 -4.335 0.00 0.00 -0.02
H 3.229 1.866 -6.341 -0.04 0.01 -0.03
H 8.883 -1.334 2.217 -0.03 -0.06 0.02
H -5.810 -0.080 3.789 -0.20 -0.02 -0.10
H 0.278 4.084 -7.476 0.03 0.01 0.06
H 6.162 -1.313 1.926 -0.01 -0.05 -0.05
H -0.057 6.354 -5.969 -0.01 -0.02 0.03
H 1.439 3.964 -1.980 0.05 0.03 0.06
H 5.708 -3.906 5.169 0.03 -0.05 -0.07
H 3.025 7.356 -4.516 -0.03 0.00 -0.04
H -3.267 1.252 0.697 -0.12 0.22 0.24
H -0.321 -4.589 2.253 0.23 -0.03 0.28
H 5.768 -5.670 4.042 0.06 -0.05 -0.06
H 10.158 -4.067 4.627 0.01 0.04 -0.03
H 0.961 -5.624 1.605 0.06 0.02 0.26
H -7.966 4.382 4.051 -0.01 0.00 0.00
H -0.335 -6.894 -2.678 0.07 -0.14 0.09
H -5.435 -1.829 -1.550 0.01 0.01 0.05
H -9.168 2.056 0.882 0.08 -0.03 0.02
H 4.540 -2.662 4.782 0.02 0.04 -0.02
H 8.570 -4.038 5.394 -0.06 -0.01 -0.04
H -9.237 2.858 -0.670 0.03 0.05 0.00
H 2.968 4.663 -2.546 -0.09 -0.05 -0.05
H 10.225 -1.471 3.339 0.01 -0.05 0.01
H -0.170 3.379 -0.620 0.05 0.01 -0.08
H -5.347 1.613 3.873 -0.03 0.02 -0.06
H -3.552 -5.321 -3.119 -0.14 -0.15 0.11
H 2.428 6.438 -3.129 0.01 0.16 -0.06
H -2.572 -2.774 -1.936 0.09 -0.03 -0.11
H 0.371 -6.832 -0.207 0.08 -0.08 -0.07
H -1.212 5.009 0.611 -0.28 0.08 -0.01
H -5.974 4.276 -0.677 0.00 -0.02 0.01
H 0.512 2.277 0.584 0.12 -0.13 -0.19
H -3.248 -5.471 -1.390 -0.03 -0.09 -0.01
H 0.379 5.589 3.097 0.03 0.05 0.02
H -2.412 3.346 2.519 0.12 -0.19 0.26
H 4.753 -2.375 1.881 0.01 0.07 -0.03
H -8.305 2.728 3.548 0.01 -0.03 -0.06
H -7.572 4.251 -1.410 -0.05 -0.03 0.01
H -3.284 -1.056 1.060 -0.09 -0.21 0.15
H 2.274 -3.778 1.951 0.08 0.09 0.00
H -1.572 -2.951 1.392 0.33 -0.24 -0.19
H -1.431 -5.061 0.321 -0.03 -0.06 0.03
H -5.006 -3.662 -3.545 0.12 -0.13 -0.04
H -5.775 5.406 3.479 -0.01 -0.05 0.03
H 2.807 -0.565 -0.924 0.03 0.12 -0.10
H 2.261 1.256 -3.116 0.05 0.05 0.00
H 1.639 1.386 -4.758 -0.05 0.02 0.02
H 3.963 3.315 -5.651 -0.03 0.03 0.05
H 8.600 -5.950 1.509 -0.03 -0.04 0.03
H -4.838 -0.756 -2.833 0.11 0.04 0.17
H -0.413 1.640 -0.819 0.13 0.02 -0.11
H -1.608 -6.930 -1.477 -0.07 -0.02 -0.04
H -1.395 -5.218 -3.662 0.11 0.19 -0.06
H 1.409 3.014 -8.285 0.02 -0.03 0.03
H 1.791 4.741 -8.111 0.03 -0.03 -0.01
H 0.987 4.329 2.046 0.05 -0.03 -0.06
H 8.677 -0.791 3.888 0.03 -0.01 0.03
H -6.486 -0.377 0.819 -0.01 0.01 0.04
H -4.001 -3.398 -1.146 0.09 0.03 0.11
H 9.700 -5.270 2.717 -0.03 0.00 -0.05
H -0.956 -4.147 -2.365 0.10 -0.03 0.10
H -3.775 -2.452 -3.967 -0.03 -0.34 -0.26
H 2.663 -0.267 0.796 -0.06 0.24 0.11
H -6.470 2.871 -1.620 -0.01 0.00 0.00
```
Forces are in eV/Å.

## Properties
- highest occupied orbital energy (eV) = -9.666
- net charge = +1
- Kohn-Sham gap (Eh) = 0.2270
- LUMO level (eV) = -3.5

Results of the Löwdin charge analysis, in e, for atoms 1 through 4:
1 I 1.081
2 P 0.582
3 P 0.581
4 P 0.598

=====

Record 2
Entry from the Open Molecules 2025 dataset: a cluster of 2 separate species, C10H15N in total at a distorted geometry (ωB97M-V/def2-TZVPD).

```
26
Properties=species:S:1:pos:R:3:forces:R:3
N -1.148 0.006 -2.023 -0.22 -0.16 -0.14
C -0.064 -0.045 2.282 0.24 -2.30 0.61
C 0.132 0.248 -2.321 -1.55 0.90 -1.68
C -0.206 -0.152 0.779 0.90 -3.46 -0.30
C -0.534 -2.249 -1.514 -0.38 -1.29 -0.43
C -1.455 -1.225 -1.626 -0.60 0.42 -0.10
C 0.757 -2.001 -1.915 1.40 0.08 -0.19
C 1.088 -0.704 -2.335 1.41 -1.49 0.21
C -0.371 1.416 2.436 1.60 0.88 3.06
C 0.632 0.978 0.257 -1.71 0.87 -0.58
C 0.175 2.130 1.186 0.33 -0.12 0.51
H -1.277 -0.107 0.509 0.56 0.30 0.11
H 0.591 1.013 -0.855 -0.24 1.34 2.13
H -0.862 -3.247 -1.176 0.28 0.65 -0.13
H 0.183 -1.185 0.426 -0.71 1.81 0.56
H 2.114 -0.407 -2.552 -0.21 -0.32 -0.11
H 0.926 -0.524 2.698 -1.24 1.71 -1.00
H 1.573 -2.752 -1.855 -0.85 0.43 -0.07
H -0.768 -0.729 2.785 -0.23 0.50 -0.11
H -0.652 2.709 0.827 -0.16 0.42 -0.79
H -2.496 -1.382 -1.318 0.36 0.01 -0.23
H 0.116 1.773 3.415 -0.61 -0.06 -1.38
H 0.959 2.805 1.524 0.19 0.11 -0.49
H -1.424 1.615 2.587 -0.32 -0.26 -0.17
H 1.632 0.736 0.406 2.04 -0.39 0.69
H 0.381 1.279 -2.625 -0.28 -0.57 0.01
```
Forces are in eV/Å.

## Properties
- highest occupied orbital energy (eV) = -9.263
- Kohn-Sham gap (Eh) = 0.3737
- relative energy (zero: lowest compared OMol25 entry of this formula, charge and spin) (kcal/mol) = 35.4
- LUMO level (eV) = 0.9

Results of the natural (NBO) charge analysis, in e, for atoms 1 through 4:
1 N -0.423
2 C -0.410
3 C 0.000
4 C -0.407

=====

Record 3
Entry from the Open Molecules 2025 dataset: a cluster of 9 separate species, H18O9 in total (ωB97M-V/def2-TZVPD).

```
27
Properties=species:S:1:pos:R:3:forces:R:3
O -23.445 -1.054 -8.758 -0.03 0.17 0.05
O -24.307 -2.621 -6.465 -0.11 0.08 0.23
O -24.430 1.026 -5.978 -0.25 0.16 0.04
O -27.530 -1.853 -4.019 -0.03 -0.01 0.07
O -22.937 0.056 -3.659 0.19 0.08 0.03
O -22.064 1.022 -7.514 -0.09 0.54 0.16
O -23.949 3.286 -7.580 -0.10 0.17 -0.07
O -27.158 0.502 -5.460 -0.02 0.39 -0.11
O -25.804 0.797 -2.347 -0.15 0.17 0.01
H -27.476 0.510 -6.370 -0.05 -0.16 -0.04
H -24.328 4.090 -7.945 -0.02 0.05 0.02
H -22.192 -0.385 -4.076 -0.01 -0.06 -0.01
H -23.259 3.023 -8.200 0.05 -0.16 0.03
H -27.467 -1.009 -4.485 -0.07 -0.25 0.00
H -23.454 -2.955 -6.175 0.01 -0.02 0.02
H -28.320 -1.787 -3.476 -0.01 -0.02 0.06
H -27.442 1.343 -5.086 -0.07 0.03 0.01
H -25.263 0.599 -5.714 0.26 -0.09 -0.08
H -24.699 1.865 -6.380 0.15 0.06 -0.01
H -26.017 1.734 -2.304 0.04 0.04 0.03
H -22.943 -0.380 -8.274 0.20 -0.13 -0.21
H -23.359 0.552 -4.373 -0.08 -0.04 0.00
H -21.342 1.453 -7.048 0.18 -0.15 -0.07
H -26.188 0.485 -3.171 0.10 -0.25 0.06
H -22.839 1.207 -6.956 -0.01 -0.34 0.09
H -23.533 -0.688 -9.642 -0.05 -0.07 -0.04
H -24.109 -1.778 -6.889 -0.02 -0.19 -0.26
```
Forces are in eV/Å.

## Properties
- highest occupied orbital energy (eV) = -10.340
- Kohn-Sham gap (Eh) = 0.3676
- relative energy (zero: lowest compared OMol25 entry of this formula, charge and spin) (kcal/mol) = 53.2
- LUMO level (eV) = -0.3

Results of the natural (NBO) charge analysis, in e, for atoms 1 through 4:
1 O -0.970
2 O -0.944
3 O -1.010
4 O -0.948

=====

Record 4
Entry from the Open Molecules 2025 dataset: a structure of composition C32H39GaN9Se at a distorted geometry (ωB97M-V/def2-TZVPD).

```
82
Properties=species:S:1:pos:R:3:forces:R:3
Se 0.917 -2.216 -1.114 3.32 2.00 -1.36
Ga 0.120 0.648 -0.150 -1.61 3.69 2.46
N 2.573 -2.396 -1.963 -0.45 0.90 0.36
N 1.242 -0.344 -1.197 0.71 -1.13 -1.41
N 0.432 2.396 0.338 -0.02 -2.80 0.00
N 0.067 -0.248 1.701 1.55 -1.03 -0.14
N -2.554 -2.090 -1.843 0.11 0.54 0.45
N -1.492 -0.362 -2.954 -0.13 -0.16 0.51
N 0.911 -2.190 2.920 -0.08 1.14 -0.77
N -1.691 -0.158 -0.602 -0.66 -1.17 -1.39
N 2.382 -0.674 1.919 -0.98 0.19 0.16
C 2.360 0.015 -1.855 0.11 -2.43 0.13
C -0.902 -1.146 -4.035 -0.15 -0.31 -0.04
C -2.435 -0.041 1.811 0.31 -0.12 0.12
C -1.035 0.168 3.825 0.89 -0.18 -1.57
C 3.132 -1.204 -2.234 -1.85 -1.17 0.56
C 2.891 1.280 -2.224 0.65 0.33 -0.34
C 4.410 -1.127 -2.863 0.07 1.24 -0.14
C -4.883 -0.112 2.249 -0.26 0.06 -1.25
C -2.667 -2.996 -0.706 -0.10 0.42 0.64
C -1.121 -0.035 2.427 -0.76 -0.26 1.59
C -4.089 0.005 -0.010 2.09 -0.40 -0.58
C 4.914 0.126 -3.107 0.08 -1.00 -0.06
C 1.713 -2.521 4.092 -0.41 0.07 0.10
C 2.846 0.702 1.852 -0.31 0.98 -0.43
C -0.252 -3.043 2.709 -0.28 0.05 0.65
C -1.392 1.065 -3.160 0.56 0.99 0.32
C -3.320 -2.525 -3.005 -0.15 -0.34 -0.16
C -1.951 -0.867 -1.778 0.48 0.36 0.87
C 0.418 5.430 -1.749 0.61 0.35 0.29
C 1.433 6.164 -1.116 -0.12 0.22 -0.09
C 4.137 1.290 -2.847 -1.09 0.28 1.00
C 2.168 5.593 -0.066 -0.43 0.35 -0.62
C -2.715 -0.075 0.399 -1.93 -0.16 -0.22
C -3.411 0.003 4.116 1.56 0.45 0.58
C 1.880 4.324 0.339 -0.56 -1.59 -0.12
C 0.808 3.525 -0.247 0.47 1.90 0.06
C 0.115 4.158 -1.315 0.34 -0.77 0.08
C -5.148 -0.082 0.881 -0.06 0.13 1.89
C -2.139 0.180 4.671 -1.90 -0.35 -0.28
C 3.403 -1.671 1.746 0.25 -0.78 0.84
C 1.098 -1.003 2.225 -1.10 -0.01 -0.57
C -3.564 -0.027 2.718 0.47 -0.29 -0.53
H -3.731 -3.168 -0.461 0.46 0.15 -0.02
H -0.880 -3.050 3.623 0.08 0.15 -0.52
H -4.335 -0.059 4.685 0.38 0.11 0.26
H 4.875 -2.053 -3.138 0.40 -0.16 0.01
H 4.582 2.244 -3.100 -0.20 0.02 -0.03
H 2.116 -3.530 3.965 0.06 0.14 0.28
H -6.177 -0.094 0.551 0.04 0.03 -0.22
H 3.257 0.936 0.836 -0.29 -0.19 0.78
H -1.524 -1.102 -4.944 0.29 0.00 0.29
H -2.034 0.293 5.747 0.13 0.00 -0.21
H -5.651 -0.168 3.019 -0.11 0.04 -0.45
H -4.322 -2.869 -2.692 0.48 0.05 0.05
H 1.082 -2.459 5.006 0.27 -0.20 -0.51
H 2.944 6.158 0.437 -0.01 0.01 -0.11
H 0.095 -0.745 -4.253 -0.20 0.08 -0.03
H 2.356 2.217 -2.042 0.10 -0.32 0.11
H 2.933 -2.642 1.594 0.14 0.00 0.10
H 2.510 -1.796 4.211 0.13 -0.06 -0.02
H -0.148 5.830 -2.582 0.08 0.24 0.09
H -1.747 1.320 -4.170 0.23 -0.14 0.24
H 0.055 -4.089 2.545 0.12 0.37 -0.08
H -0.339 1.429 -3.025 -0.79 -0.23 -0.26
H -4.323 0.076 -1.084 0.29 -0.05 0.48
H 3.641 0.845 2.600 -0.16 -0.02 -0.21
H -0.835 -2.688 1.858 0.10 -0.03 0.20
H -0.680 3.574 -1.766 -0.14 0.16 -0.08
H -0.764 -2.186 -3.740 -0.16 0.10 0.01
H -0.022 0.313 4.219 -0.40 -0.10 0.01
H -2.157 -2.594 0.188 -0.33 -0.08 -0.55
H 1.657 7.189 -1.390 -0.13 -0.10 -0.20
H 2.002 1.408 2.036 0.63 -0.51 -0.21
H -2.017 1.598 -2.439 0.14 -0.13 -0.09
H 2.468 3.838 1.113 -0.14 0.12 0.12
H 4.012 -1.457 0.883 0.15 0.31 -0.41
H 4.082 -1.721 2.622 -0.27 -0.04 -0.39
H 5.918 0.278 -3.515 -0.43 -0.24 0.00
H -2.214 -3.951 -0.960 0.02 -0.15 -0.10
H -3.479 -1.699 -3.682 0.08 0.20 -0.17
H -2.813 -3.343 -3.550 -0.25 0.31 0.28
```
Forces are in eV/Å.

## Properties
- highest occupied orbital energy (alpha / beta) (eV) = -7.830 / -7.828
- net charge = +1
- Kohn-Sham gap (alpha / beta) (Eh) = 0.1084 / 0.1083
- relative energy (zero: lowest compared OMol25 entry of this formula, charge and spin) (kcal/mol) = 14.7
- LUMO level (alpha / beta) (eV) = -4.9 / -4.9

Results of the Löwdin charge analysis, in e, for atoms 1 through 4:
1 Se 1.188
2 Ga 0.280
3 N -0.177
4 N -0.231